This record from the OMol25 dataset describes a cluster of 2 separate species, C3H10N4 in total in a non-equilibrium geometry. The level of theory is wB97M-V/def2-TZVPD.

Geometry as XYZ:
```
17
Properties=species:S:1:pos:R:3:forces:R:3
C -0.79801 -1.08914 -1.48980 -1.469 -2.080 0.830
C 0.29596 -1.65896 -0.66259 3.862 0.275 -2.043
C 0.69944 1.24694 1.86854 1.244 0.022 4.276
N -0.60162 1.54560 1.30746 -2.285 2.051 1.339
N 0.87865 1.56553 -0.57136 -0.146 0.353 -0.058
N -0.60319 -0.78066 -0.10606 -1.507 1.416 2.698
N 0.37389 1.09153 0.53713 -0.599 -0.558 -4.088
H -0.70900 -0.32121 -2.17654 0.734 1.324 -1.477
H -1.66600 -1.74462 -1.63262 0.117 0.479 -0.182
H 0.27404 -2.64110 -0.30252 -0.034 -1.467 0.324
H 1.40747 -1.33167 -0.95855 -2.453 -0.312 0.946
H 1.29513 2.14527 2.11131 0.113 -0.661 -0.265
H 0.81727 0.37693 2.59536 -0.273 0.984 -1.373
H -0.98750 2.56889 1.30150 1.106 -2.010 -0.577
H 1.86976 1.46635 -0.77379 -0.003 -0.211 0.177
H 0.22653 1.85881 -1.30135 0.194 0.087 0.247
H -1.35851 -1.01912 0.60506 1.398 0.306 -0.776
```
Forces are in eV/Å.

For the LUMO energy (alpha / beta), the calculation gives -11.84 / -11.38 eV. The calculation puts the total energy at -9207.93187 eV. Its net charge is +2.

Results of the Löwdin charge analysis, in e, for atoms 1 through 5:
1. C -0.0183
2. C -0.0850
3. C 0.0248
4. N 0.1455
5. N 0.2733